(1)
Entry from the Open Molecules 2025 dataset: the ion C3H8N2O5P with charge -1 in a non-equilibrium geometry (ωB97M-V/def2-TZVPD).

As for the HOMO energy: -5.49 eV. The value obtained for the gap between HOMO and LUMO is 8.75 eV. As for the structure (SMILES): N[C@@H](O)[C@@H](/N=C/O)[P@@](=O)([O-])O. The total charge is -1.

Cartesian coordinates (Å):
P1 -1.50 -0.80 -0.82
O1 0.70 -1.37 3.04
O2 -2.38 0.44 -0.03
O3 0.46 1.48 -2.30
O4 -1.80 -2.13 -0.25
O5 -1.58 -0.46 -2.26
N1 0.54 -0.17 1.11
N2 1.63 1.76 -0.24
C1 0.25 -0.18 -0.42
C2 0.45 1.24 -0.88
C3 0.69 -1.30 1.67
H1 -0.25 0.80 -2.70
H2 0.99 -0.88 -0.78
H3 0.36 -0.49 3.31
H4 -0.42 1.78 -0.55
H5 1.34 1.46 0.74
H6 0.85 -2.26 1.16
H7 2.42 1.09 -0.46
H8 -2.76 -0.01 0.65

=====

(2)
Entry from the Open Molecules 2025 dataset: a cluster of 2 separate species, C3H5OP in total in a non-equilibrium geometry (ωB97M-V/def2-TZVPD).

As for the HOMO energy: -9.32 eV. The value obtained for the gap between HOMO and LUMO is 9.72 eV. As for the structure (SMILES): C=C=P.C=O.

Cartesian coordinates (Å):
P1 -2.02 -0.61 1.19
O1 1.76 0.23 -0.16
C1 -1.31 1.77 -0.41
C2 1.99 -0.52 0.75
C3 -1.73 0.69 0.17
H1 -0.34 1.89 -0.93
H2 1.56 -1.51 1.05
H3 -2.84 -1.15 0.17
H4 2.81 -0.41 1.48
H5 -1.76 2.71 -0.20

=====

Q: Which of these has the highest gap between HOMO and LUMO?
A: C3H5OP

=====

Q: What is the gap between HOMO and LUMO in the second record?
A: 9.72 eV

=====

Q: Look up the HOMO energy of the first one.
A: -5.49 eV

=====

Q: Number 2 is which compound?
A: C3H5OP